The following is a DFT calculation (ωB97M-V/def2-TZVPD) of 4 unconnected molecules or ions with the total composition H7O4.

Last columns: bonded neighbours and bond lengths (Å).
Cartesian coordinates (Å):
1 O 0.423 -0.213 0.225  H2 0.982
2 H 1.297 -0.647 0.110  O1 0.982
3 O 1.097 1.982 1.836  H4 0.966, H5 0.935
4 H 0.747 1.291 1.257  O3 0.966
5 H 0.374 2.514 2.096  O3 0.935
6 O -0.830 0.647 -1.642  H7 0.970, H8 0.931
7 H -0.513 1.492 -1.998  O6 0.970
8 H -0.300 0.370 -0.929  O6 0.931
9 O -0.600 -2.736 -0.152  H10 1.049, H11 0.943
10 H -0.422 -1.708 -0.040  O9 1.049
11 H -1.272 -2.992 -0.762  O9 0.943

The value obtained for the orbital gap is 8.890 eV. The energy above the lowest of the compared OMol25 structures with the same formula, charge and spin comes out at 0.551 eV. For the total energy, the calculation gives -305.1902 a.u. Its spin multiplicity is 1. As for the total charge: -1. The HOMO energy comes out at -4.475 eV.

Here are the Löwdin charges for atoms 1 to 5, given in e: atom 1 (O): -0.412, atom 2 (H): -0.024, atom 3 (O): -0.092, atom 4 (H): -0.035, atom 5 (H): -0.018